Model a:
{
  "formula": "C46H94N2O22",
  "method": "wB97M-V/def2-TZVPD",
  "smiles": "CCOC(C)=O.CCOC(C)=O.CCOC(C)=O.CCOC(C)=O.CCOC(C)=O.CCOC(C)=O.CCOC(C)=O.CCOC(C)=O.CCOC(C)=O.CCOC(C)=O.CNC(C)=O.CNC(C)=O",
  "mol_weight_g_mol": 1027.2,
  "homo_ev": -8.73,
  "orbital_gap_ev": 9.167,
  "spin_multiplicity": 1,
  "elements": ["C", "C", "O", "C", "C", "O", "H", "H", "H", "H", "H", "H", "H", "H", "C", "C", "O", "C", "C", "O", "H", "H", "H", "H", "H", "H", "H", "H", "C", "C", "O", "C", "C", "O", "H", "H", "H", "H", "H", "H", "H", "H", "C", "C", "O", "C", "C", "O", "H", "H", "H", "H", "H", "H", "H", "H", "C", "C", "O", "C", "C", "O", "H", "H", "H", "H", "H", "H", "H", "H", "C", "C", "O", "C", "C", "O", "H", "H", "H", "H", "H", "H", "H", "H", "C", "C", "O", "C", "C", "O", "H", "H", "H", "H", "H", "H", "H", "H", "C", "C", "O", "C", "C", "O", "H", "H", "H", "H", "H", "H", "H", "H", "C", "C", "O", "C", "C", "O", "H", "H", "H", "H", "H", "H", "H", "H", "C", "C", "O", "C", "C", "O", "H", "H", "H", "H", "H", "H", "H", "H", "C", "N", "C", "C", "O", "H", "H", "H", "H", "H", "H", "H", "C", "N", "C", "C", "O", "H", "H", "H", "H", "H", "H", "H"],
  "xyz": [[24.05242, 12.23328, 19.64935], [23.47480, 13.48218, 19.08748], [22.07042, 13.63324, 19.28575], [21.22656, 12.73211, 18.74986], [19.85856, 12.93030, 19.33999], [21.47530, 11.90431, 17.85947], [25.09528, 12.01361, 19.42071], [23.55364, 11.36078, 19.22736], [23.93882, 12.20002, 20.73291], [23.97940, 14.35765, 19.49617], [23.62656, 13.52303, 18.00887], [19.84207, 12.76992, 20.41799], [19.07834, 12.28433, 18.93744], [19.50344, 13.93407, 19.10665], [22.11596, 14.40333, 15.51642], [21.66264, 15.63750, 16.33049], [22.51458, 16.75685, 16.07133], [23.38852, 17.18884, 16.98352], [24.34468, 18.22780, 16.48146], [23.51316, 16.74629, 18.10567], [23.13178, 14.10934, 15.78056], [22.10936, 14.57732, 14.44041], [21.53502, 13.51083, 15.74892], [20.70510, 16.02890, 15.98692], [21.56326, 15.31051, 17.36553], [24.10276, 19.24645, 16.78466], [24.32220, 18.20186, 15.39200], [25.35734, 17.98110, 16.80046], [21.14374, 8.89598, 21.97613], [21.01620, 7.60756, 21.12953], [20.90376, 7.84758, 19.78522], [19.87092, 8.46589, 19.26113], [20.02244, 8.63722, 17.78759], [18.78776, 8.75907, 19.78143], [21.95094, 9.47417, 21.52644], [21.25196, 8.66010, 23.03478], [20.19580, 9.42680, 21.88805], [21.83690, 6.92761, 21.35805], [20.10902, 7.12974, 21.49941], [19.70838, 9.65111, 17.53962], [19.40332, 8.00743, 17.14871], [21.09634, 8.64169, 17.60104], [19.40162, 10.64599, 8.50369], [18.57050, 11.40539, 9.55616], [19.53295, 12.01999, 10.40334], [20.16565, 11.42973, 11.35854], [20.97512, 12.31407, 12.20733], [20.04254, 10.20685, 11.59613], [20.24813, 11.25474, 8.18595], [18.73720, 10.39041, 7.67826], [19.72306, 9.66527, 8.85434], [18.05176, 12.25980, 9.12140], [17.78102, 10.92479, 10.13396], [21.76344, 11.80603, 12.76281], [20.37488, 12.89295, 12.90924], [21.46016, 13.12952, 11.67078], [12.80756, 13.88566, 13.28155], [11.97514, 14.43729, 12.07352], [10.66466, 15.01843, 12.35573], [10.57442, 16.17673, 12.96479], [9.11418, 16.59697, 13.14128], [11.52816, 16.86879, 13.36161], [12.21256, 13.09511, 13.73883], [13.06384, 14.61740, 14.04769], [13.76168, 13.43534, 13.00778], [12.53346, 15.19068, 11.51785], [11.78444, 13.67977, 11.31331], [9.01252, 17.62705, 13.48291], [8.72854, 15.93322, 13.91511], [8.45245, 16.38209, 12.30221], [10.68736, 10.06305, 18.46864], [11.59726, 11.29659, 18.31571], [11.32716, 11.94524, 17.08030], [10.17722, 12.65908, 16.93953], [10.22822, 13.39219, 15.64284], [9.31338, 12.87593, 17.75007], [10.78686, 9.41887, 17.59500], [9.67878, 10.41306, 18.68850], [11.14216, 9.59241, 19.34029], [11.58768, 12.03894, 19.11378], [12.64670, 11.00473, 18.35560], [10.26827, 12.68109, 14.81772], [11.05274, 14.10028, 15.72587], [9.26369, 13.89831, 15.60267], [18.48468, 19.41873, 13.56826], [19.06426, 18.04286, 13.85529], [18.70136, 17.21190, 12.73850], [18.84098, 15.85056, 12.86433], [18.39047, 15.12049, 11.61205], [19.32669, 15.26291, 13.82659], [18.84408, 19.89438, 12.65573], [18.57828, 20.07183, 14.43590], [17.42750, 19.27119, 13.34751], [20.14753, 18.16056, 13.88357], [18.62494, 17.63534, 14.76580], [17.55524, 14.48260, 11.90116], [19.18152, 14.40648, 11.38286], [18.08917, 15.65375, 10.71041], [16.52256, 8.56181, 17.65551], [16.27930, 7.87527, 16.33995], [17.48718, 8.04039, 15.60302], [17.47831, 7.74254, 14.28698], [18.85898, 7.88767, 13.64508], [16.46614, 7.41649, 13.70556], [17.06258, 7.86501, 18.29656], [15.52102, 8.70359, 18.06161], [17.05484, 9.51201, 17.69898], [16.07776, 6.80868, 16.43926], [15.47324, 8.31894, 15.75555], [18.74378, 8.17056, 12.59875], [19.36846, 6.92408, 13.64035], [19.50712, 8.58083, 14.18133], [17.77458, 15.04910, 17.02704], [16.81186, 16.24680, 16.76421], [15.49012, 15.78159, 16.56917], [14.43008, 16.59553, 16.76266], [13.11250, 15.87650, 16.55271], [14.47576, 17.78631, 17.05582], [18.81356, 15.37136, 17.09595], [17.76506, 14.31554, 16.22088], [17.45492, 14.61724, 17.97541], [16.77270, 16.91465, 17.62477], [17.07250, 16.90992, 15.93932], [12.73742, 16.06827, 15.54740], [12.34066, 16.20417, 17.24913], [13.24048, 14.80653, 16.71667], [19.18032, 11.36521, 15.04787], [17.84164, 11.67426, 14.46778], [16.88134, 11.78573, 15.56217], [15.56634, 11.73875, 15.28268], [14.68948, 12.10150, 16.44954], [15.08668, 11.70503, 14.15872], [19.06185, 10.51726, 15.72245], [19.57350, 12.18217, 15.65292], [19.93312, 11.23813, 14.26990], [17.91616, 12.62574, 13.94125], [17.49250, 10.86672, 13.82429], [13.84140, 12.66457, 16.05993], [15.35196, 12.75634, 17.01561], [14.37490, 11.30347, 17.12206], [13.03110, 11.83136, 21.49093], [12.89896, 13.29559, 21.24357], [13.44766, 13.91421, 20.19411], [13.22074, 15.40436, 20.20562], [14.04332, 13.23361, 19.32049], [13.86808, 11.38288, 20.95574], [12.13240, 11.23283, 21.34201], [13.14090, 11.58270, 22.54650], [12.52132, 13.82021, 22.01962], [12.35640, 15.78711, 19.66292], [14.06066, 15.81652, 19.64638], [13.17258, 15.78794, 21.22476], [11.99462, 10.02264, 14.29682], [12.16186, 8.59195, 14.23310], [12.82356, 7.89835, 13.36649], [13.82974, 8.55266, 12.41359], [12.58236, 6.69061, 13.34849], [12.89112, 10.55718, 14.61093], [11.24436, 10.24888, 15.05445], [11.62084, 10.32782, 13.31945], [11.53998, 8.06205, 14.82688], [14.62232, 9.17349, 12.83129], [13.21966, 9.14207, 11.72912], [14.39912, 7.73985, 11.96277]],
  "mulliken_charge": [-1.29, 0.28, -0.38, 0.89, -1.18, -0.56, 0.44, 0.27, 0.33, 0.43, -0.11, 0.42, 0.24, 0.26, -1.08, 0.61, -0.36, 0.76, -1.10, -0.55, 0.46, 0.36, 0.05, -0.33, 0.29, 0.29, 0.30, 0.32, -0.96, -0.28, -0.35, 0.49, 0.14, -0.62, 0.18, 0.40, 0.27, 0.36, 0.31, -0.39, 0.10, 0.39, -1.09, -0.28, -0.34, 0.80, -0.75, -0.62, 0.31, 0.39, 0.28, 0.28, 0.34, 0.46, -0.19, 0.51, 0.37, -0.72, -0.32, 0.84, -0.99, -0.61, -0.50, -0.16, 0.40, 0.37, 0.37, 0.33, 0.17, 0.33, -1.42, -0.03, 0.22, 0.20, -0.08, -0.59, 0.24, 0.39, 0.46, 0.21, 0.20, 0.26, -0.25, 0.33, -1.58, 0.48, -0.37, 0.54, -0.63, -0.22, 0.39, 0.38, 0.36, 0.28, -0.19, 0.14, 0.02, 0.41, -1.26, 0.09, -0.09, 0.63, -0.94, -0.59, 0.34, 0.44, 0.12, 0.51, -0.06, 0.28, 0.47, 0.09, -0.01, -0.61, -0.01, -0.01, 0.23, -0.63, 0.13, -0.26, 0.43, 0.46, 0.02, 0.00, 0.43, -0.27, 0.46, 0.01, 0.21, -0.36, 0.82, -0.54, -0.87, -0.36, 0.32, -0.16, 0.60, -0.52, 0.32, -0.07, -0.89, -0.17, 0.80, -1.09, -0.51, 0.29, 0.24, 0.39, 0.24, 0.19, 0.11, 0.46, -0.96, -0.02, 0.72, -0.92, -0.74, 0.15, 0.32, 0.39, 0.25, 0.07, 0.44, 0.27]
}

---

Model b:
{
  "formula": "C46H94N2O22",
  "method": "wB97M-V/def2-TZVPD",
  "smiles": "CCOC(C)=O.CCOC(C)=O.CCOC(C)=O.CCOC(C)=O.CCOC(C)=O.CCOC(C)=O.CCOC(C)=O.CCOC(C)=O.CCOC(C)=O.CCOC(C)=O.CN(C)C=O.CN(C)C=O",
  "mol_weight_g_mol": 1027.3,
  "homo_ev": -9.49,
  "orbital_gap_ev": 9.946,
  "spin_multiplicity": 1,
  "elements": ["C", "C", "O", "C", "C", "O", "H", "H", "H", "H", "H", "H", "H", "H", "C", "C", "O", "C", "C", "O", "H", "H", "H", "H", "H", "H", "H", "H", "C", "C", "O", "C", "C", "O", "H", "H", "H", "H", "H", "H", "H", "H", "C", "C", "O", "C", "C", "O", "H", "H", "H", "H", "H", "H", "H", "H", "C", "C", "O", "C", "C", "O", "H", "H", "H", "H", "H", "H", "H", "H", "C", "C", "O", "C", "C", "O", "H", "H", "H", "H", "H", "H", "H", "H", "C", "C", "O", "C", "C", "O", "H", "H", "H", "H", "H", "H", "H", "H", "C", "C", "O", "C", "C", "O", "H", "H", "H", "H", "H", "H", "H", "H", "C", "C", "O", "C", "C", "O", "H", "H", "H", "H", "H", "H", "H", "H", "C", "C", "O", "C", "C", "O", "H", "H", "H", "H", "H", "H", "H", "H", "C", "N", "C", "C", "O", "H", "H", "H", "H", "H", "H", "H", "C", "N", "C", "C", "O", "H", "H", "H", "H", "H", "H", "H"],
  "xyz": [[-4.41611, -4.31405, -1.20433], [-2.97317, -4.66004, -0.96116], [-2.80243, -4.53240, 0.45173], [-1.70539, -4.98001, 1.00372], [-1.71541, -4.65995, 2.50508], [-0.84032, -5.63668, 0.46349], [-4.63757, -4.24753, -2.25546], [-4.63311, -3.38309, -0.75867], [-5.11017, -5.05913, -0.82914], [-2.68878, -5.66379, -1.27601], [-2.25126, -3.92935, -1.44166], [-2.22654, -3.71530, 2.75174], [-0.68969, -4.57087, 2.82161], [-2.31240, -5.49357, 2.90605], [-2.82039, 3.95356, -3.16788], [-1.77394, 3.62573, -4.13373], [-2.23525, 3.98287, -5.49296], [-2.46171, 3.06924, -6.37447], [-2.88089, 3.70244, -7.63169], [-2.34178, 1.85453, -6.33639], [-3.64120, 3.27091, -3.05755], [-3.25224, 4.96126, -3.31884], [-2.29493, 3.96937, -2.22535], [-0.91611, 4.30336, -3.96311], [-1.35737, 2.59909, -4.09183], [-3.01580, 2.93910, -8.35977], [-2.13021, 4.40014, -7.97417], [-3.89410, 4.10439, -7.46555], [-2.51409, 3.02796, 1.71323], [-2.76360, 4.47285, 1.95687], [-2.18289, 4.79523, 3.24259], [-2.34215, 6.01119, 3.67124], [-1.75619, 6.14164, 5.04120], [-2.94673, 6.83179, 3.08216], [-2.74595, 2.33593, 2.52687], [-1.51739, 2.86143, 1.37971], [-3.11108, 2.66785, 0.82171], [-2.42763, 5.11045, 1.15973], [-3.85853, 4.71227, 2.14951], [-0.73516, 5.90013, 4.99401], [-2.17752, 5.43159, 5.78867], [-1.91006, 7.11870, 5.46282], [2.26043, 3.54500, 2.36326], [3.19522, 2.34895, 2.49819], [4.24672, 2.50796, 1.55753], [4.84675, 1.32868, 1.20691], [5.93025, 1.56592, 0.07663], [4.62698, 0.29080, 1.72469], [2.78430, 4.46627, 2.51367], [1.48596, 3.42154, 3.07783], [1.79757, 3.65923, 1.38848], [3.68129, 2.29038, 3.44625], [2.66354, 1.43411, 2.32124], [5.58259, 2.47035, -0.41863], [6.04007, 0.70279, -0.56208], [6.80156, 1.64645, 0.68799], [5.21876, 0.46924, -5.65474], [4.36880, -0.61814, -5.07502], [5.24288, -1.71163, -4.55929], [5.56749, -1.59600, -3.25462], [6.62354, -2.53806, -2.73896], [5.09540, -0.77846, -2.50521], [4.67616, 1.26386, -6.13961], [5.96607, 0.03559, -6.37322], [5.80171, 0.84823, -4.84483], [3.79146, -0.16789, -4.32070], [3.72467, -1.10914, -5.80095], [7.01796, -3.17954, -3.54119], [6.27889, -3.05317, -1.75073], [7.45287, -1.95085, -2.38353], [-4.66442, -4.81275, -5.25759], [-4.34312, -3.86570, -6.36240], [-4.31672, -2.49245, -5.95907], [-3.21141, -2.15379, -5.26246], [-3.16396, -0.77825, -4.78795], [-2.26716, -2.97064, -5.12288], [-5.10709, -5.70969, -5.71498], [-5.34728, -4.28454, -4.57323], [-3.71760, -4.98439, -4.68157], [-3.38755, -4.06358, -6.80608], [-5.15382, -3.89200, -7.14268], [-2.32843, -0.26318, -5.24902], [-3.07708, -0.70153, -3.69530], [-4.09594, -0.27635, -5.10896], [-4.24879, 0.70049, -1.54058], [-4.63317, -0.64095, -0.90476], [-4.00281, -0.88167, 0.34166], [-4.44040, -0.22120, 1.37075], [-3.68060, -0.57236, 2.63728], [-5.33529, 0.61583, 1.34564], [-3.17691, 0.82297, -1.68279], [-4.70052, 1.62337, -1.04963], [-4.63175, 0.74018, -2.56934], [-5.72986, -0.71140, -0.74490], [-4.37663, -1.55601, -1.45551], [-4.28819, -0.25336, 3.45029], [-2.73211, -0.04340, 2.51928], [-3.47155, -1.68929, 2.62376], [2.22327, 2.56371, 8.04429], [0.79204, 3.15691, 8.11897], [0.19931, 2.85827, 6.76732], [-1.15235, 2.89026, 6.59637], [-1.46174, 2.44857, 5.24403], [-1.92666, 3.31110, 7.41612], [2.13288, 1.48609, 7.89284], [2.77261, 2.73889, 9.02729], [2.90695, 2.94324, 7.19885], [0.14264, 2.80470, 8.92739], [0.81858, 4.33050, 8.11346], [-0.72432, 2.78324, 4.46243], [-2.46956, 2.75703, 4.95492], [-1.41264, 1.37285, 5.21180], [-0.72653, 0.06609, 0.21882], [0.63578, 0.54250, 0.70581], [1.63367, 0.73107, -0.28174], [1.58304, 1.85710, -0.98138], [2.66012, 1.93045, -2.05566], [0.67762, 2.66510, -0.85601], [-1.27512, -0.45918, 1.00077], [-0.63552, -0.67739, -0.49907], [-1.38623, 0.83772, -0.13961], [0.52917, 1.51901, 1.18568], [1.01740, -0.29910, 1.35461], [2.27471, 1.28454, -2.84455], [3.54377, 1.48725, -1.63583], [2.85070, 2.97387, -2.45393], [1.91928, -3.45301, -1.62168], [1.33207, -2.05571, -1.86653], [1.12691, -1.79983, -3.28540], [0.40042, -0.71745, -3.72684], [0.34786, -0.80602, -5.18663], [-0.07675, 0.10530, -3.04161], [1.28389, -4.14863, -2.20835], [1.94735, -3.71126, -0.58416], [2.87143, -3.60274, -2.06826], [0.36599, -1.97275, -1.32921], [1.94368, -1.28526, -1.42111], [-0.35864, -1.50848, -5.50496], [1.31069, -1.13858, -5.48629], [0.07747, 0.15461, -5.60406], [0.53575, -2.54488, 4.79124], [0.62213, -1.02089, 4.65033], [1.41791, -0.24623, 5.57924], [0.04970, -0.45934, 3.57948], [0.03948, 0.71883, 3.33225], [1.55633, -2.97650, 4.93353], [0.06147, -3.04841, 3.91447], [-0.12438, -2.77805, 5.59240], [1.59305, 0.69057, 5.11229], [1.00300, -0.14680, 6.57758], [2.42723, -0.78487, 5.65798], [-0.45464, -1.21025, 2.92286], [5.29028, -2.91340, 2.37402], [3.91732, -3.28978, 2.45559], [3.59784, -4.37791, 3.27204], [3.00157, -2.69117, 1.71480], [1.83117, -2.98245, 1.79565], [5.42743, -2.24314, 1.55174], [5.93543, -3.78182, 2.26403], [5.64685, -2.42006, 3.30130], [3.42453, -4.12853, 4.36607], [2.62007, -4.78968, 3.03838], [4.28264, -5.19839, 3.25366], [3.45014, -1.92748, 1.07977]],
  "mulliken_charge": [-0.90, 0.25, -0.22, 0.79, -0.33, -0.62, 0.06, 0.17, 0.41, 0.43, -0.11, -0.03, -0.07, 0.41, -1.03, 0.35, -0.35, 0.78, -1.24, -0.53, 0.19, 0.38, 0.26, 0.19, 0.04, 0.36, 0.32, 0.31, 0.60, -0.84, -0.08, 0.67, -1.01, -0.58, -0.22, -0.07, -0.13, 0.37, 0.36, 0.28, 0.16, 0.39, -1.04, 0.54, -0.46, 0.79, -1.14, -0.44, 0.54, -0.01, 0.12, 0.72, -0.45, 0.30, 0.10, 0.53, -1.33, 0.58, -0.43, 0.70, -1.03, -0.38, 0.40, 0.31, 0.30, -0.24, 0.31, 0.33, 0.17, 0.33, -0.90, -0.22, -0.40, 0.37, 0.68, -0.69, 0.41, 0.15, 0.22, 0.28, 0.31, -0.28, -0.40, 0.50, -0.82, -0.51, -0.01, 0.68, -0.06, -0.66, 0.04, 0.49, 0.57, 0.39, -0.01, 0.52, -0.56, -0.02, -0.80, -0.38, -0.05, 0.13, -0.29, -0.63, 0.14, 0.36, 0.21, 0.36, 0.23, -0.08, 0.29, 0.45, 0.32, 1.26, 0.69, 0.33, -0.51, -0.60, -0.48, -0.32, -0.03, -0.04, -0.80, -0.24, -0.17, 0.40, -1.67, 2.59, -0.49, 1.02, -1.23, -0.26, 0.41, 0.23, 0.32, -0.95, -0.67, 0.11, 0.19, 0.23, -0.17, 0.53, -1.17, -0.09, -0.05, -0.03, -0.28, 0.44, 0.32, 0.38, 0.32, -0.13, -0.85, 0.18, -1.01, 0.46, -0.60, 0.17, 0.33, 0.29, 0.25, 0.23, 0.40, 0.17]
}

---

Of all the structures shown, which is most stable? model a, and model b is the least stable.